Computed, not measured: a molecular structure, C34H95AsF6N9O7 at a distorted geometry, with ωB97M-V/def2-TZVPD.

Each line ends with the Löwdin charge.
Geometry (Å):
C 4.26 1.19 5.25  0.00
C 3.59 1.47 3.91  -0.30
C 4.54 1.43 2.71  -0.16
O 3.85 1.28 1.48  -0.26
C 3.53 2.52 0.83  -0.06
N 2.59 0.41 3.56  0.20
H 1.70 0.47 4.07  0.17
H 2.49 0.36 2.53  0.12
H 3.00 -0.48 3.89  0.17
H 4.65 0.16 5.33  0.11
H 3.56 1.29 6.08  0.10
H 5.07 1.90 5.44  0.12
H 3.02 2.41 3.90  0.16
H 5.19 0.56 2.82  0.14
H 5.17 2.32 2.66  0.15
H 2.82 3.16 1.39  0.10
H 2.99 2.26 -0.09  0.08
H 4.44 3.10 0.67  0.11
C 4.48 -0.53 -1.97  -0.02
C 5.29 -1.51 -1.07  -0.31
C 6.78 -1.23 -0.99  -0.10
O 7.15 -2.06 0.16  -0.24
C 8.51 -2.33 0.43  -0.02
N 4.90 -1.62 0.35  0.17
H 4.25 -0.86 0.61  0.12
H 4.46 -2.51 0.60  0.17
H 5.92 -1.64 0.81  0.15
H 4.37 0.50 -1.60  0.08
H 3.46 -0.89 -2.16  0.06
H 4.99 -0.57 -2.95  0.10
H 5.16 -2.51 -1.48  0.16
H 6.94 -0.14 -0.85  0.15
H 7.37 -1.57 -1.84  0.16
H 8.56 -3.04 1.25  0.11
H 9.09 -1.44 0.63  0.11
H 9.01 -2.85 -0.42  0.12
C 0.06 -4.81 -1.47  -0.02
C -0.83 -4.22 -2.53  -0.30
C -2.03 -3.61 -1.85  -0.20
O -2.64 -2.57 -2.66  -0.26
C -3.56 -3.12 -3.62  -0.04
N -0.20 -3.06 -3.29  0.25
H -0.93 -2.55 -3.81  0.16
H 0.19 -2.44 -2.59  0.14
H 0.46 -3.39 -4.00  0.19
H 0.28 -4.15 -0.62  0.08
H 1.03 -5.06 -1.90  0.10
H -0.37 -5.77 -1.17  0.12
H -1.15 -4.94 -3.28  0.17
H -1.80 -3.11 -0.89  0.10
H -2.72 -4.43 -1.59  0.15
H -4.31 -2.40 -3.96  0.10
H -4.07 -3.98 -3.18  0.11
H -3.00 -3.51 -4.48  0.11
C -2.74 1.29 -2.57  -0.03
C -3.80 1.93 -3.50  -0.30
C -5.20 1.32 -3.50  -0.20
O -5.99 2.24 -4.21  -0.22
C -7.41 1.99 -4.44  0.02
N -4.09 3.38 -3.31  0.21
H -4.33 3.70 -2.36  0.19
H -3.33 3.98 -3.63  0.18
H -4.95 3.48 -3.87  0.15
H -2.96 1.40 -1.49  0.06
H -1.74 1.71 -2.68  0.07
H -2.75 0.23 -2.78  0.07
H -3.38 1.89 -4.53  0.18
H -5.53 1.12 -2.45  0.14
H -5.14 0.31 -3.96  0.14
H -7.45 1.06 -5.02  0.11
H -7.86 2.85 -4.94  0.12
H -7.93 1.81 -3.50  0.10
C -3.95 -1.23 2.38  -0.02
C -3.68 -1.96 1.13  -0.36
C -4.34 -3.35 1.19  -0.18
O -5.67 -2.98 1.03  -0.24
C -6.69 -4.02 0.96  0.02
N -4.25 -1.32 -0.06  0.24
H -4.17 -0.30 -0.06  0.15
H -3.72 -1.57 -0.91  0.14
H -5.24 -1.67 -0.06  0.17
H -3.52 -0.21 2.40  0.09
H -3.46 -1.77 3.19  0.09
H -5.03 -1.16 2.54  0.12
H -2.61 -2.02 0.97  0.11
H -4.22 -3.77 2.19  0.14
H -3.97 -4.02 0.41  0.13
H -6.54 -4.60 0.03  0.11
H -7.69 -3.56 0.94  0.12
H -6.60 -4.66 1.83  0.10
C -0.59 4.51 0.58  -0.02
C -1.21 4.70 1.99  -0.32
C -2.17 5.80 2.35  -0.13
O -2.72 5.33 3.60  -0.22
C -2.36 6.21 4.73  0.01
N -2.02 3.53 2.35  0.18
H -2.62 3.87 3.14  0.14
H -2.53 3.18 1.53  0.16
H -1.40 2.79 2.71  0.16
H -1.36 4.50 -0.21  0.08
H 0.05 3.61 0.58  0.05
H 0.05 5.36 0.33  0.10
H -0.36 4.65 2.68  0.16
H -2.98 5.80 1.62  0.14
H -1.66 6.76 2.28  0.16
H -2.75 7.23 4.53  0.12
H -1.28 6.23 4.91  0.10
H -2.92 5.86 5.60  0.11
C -0.38 -2.24 4.62  -0.02
C -0.25 -3.69 4.14  -0.27
C -1.57 -4.42 3.96  -0.12
O -1.25 -5.38 2.93  -0.26
C -2.04 -6.59 2.89  0.01
N 0.48 -3.84 2.80  0.20
H 1.46 -4.06 2.93  0.16
H 0.00 -4.73 2.41  0.14
H 0.47 -2.93 2.36  0.11
H 0.64 -1.89 4.75  0.06
H -0.91 -2.22 5.58  0.12
H -0.86 -1.51 3.93  0.07
H 0.32 -4.31 4.84  0.17
H -2.44 -3.83 3.64  0.11
H -1.77 -4.88 4.93  0.16
H -3.04 -6.34 2.56  0.09
H -2.07 -6.99 3.89  0.11
H -1.54 -7.33 2.24  0.12
C 5.72 4.76 -2.76  -0.06
C 4.92 4.83 -4.05  -0.08
N 3.63 3.99 -3.84  -0.02
C 2.59 4.25 -3.04  -0.03
C 1.71 3.21 -3.07  -0.04
N 2.27 2.28 -3.89  -0.07
C 3.44 2.74 -4.35  0.01
C 1.65 0.95 -4.29  0.05
H 5.97 3.72 -2.51  0.08
H 5.32 5.32 -1.91  0.09
H 6.71 5.16 -3.01  0.11
H 5.47 4.29 -4.84  0.14
H 4.51 5.75 -4.45  0.14
H 2.53 5.19 -2.53  0.15
H 0.77 3.03 -2.60  0.10
H 4.14 2.27 -5.02  0.18
H 0.81 0.72 -3.64  0.07
H 2.39 0.14 -4.21  0.08
H 1.34 1.00 -5.34  0.11
As 0.01 0.05 0.31  0.69
F -0.34 -1.01 1.62  -0.24
F -1.67 0.59 0.29  -0.26
F 0.35 0.98 -1.03  -0.20
F 1.69 -0.47 0.40  -0.25
F -0.38 -1.25 -0.73  -0.23
F 0.37 1.32 1.42  -0.23

Properties
E_tot (Eh): -5203.96813
Total charge: +7
Multiplicity: 1
HOMO energy (Eh): -0.8759